Computed, not measured: 6 unconnected molecules or ions with the total composition C33H75N3O6 in a non-equilibrium geometry, with ωB97M-V with the def2-TZVPD basis set.

Geometry as XYZ:
```
117
Properties=species:S:1:pos:R:3:forces:R:3
O -5.3561 0.1201 3.4435 -1.1715 -0.5099 0.3323
O -1.3194 1.7645 -1.5683 -0.0167 -0.5730 -0.6790
O -1.5262 -3.4122 0.0067 -0.0410 -0.4121 -1.5235
O 3.0085 -3.8733 -5.0439 0.7815 -0.8524 0.2592
O 0.9815 3.6699 -1.9092 -0.0968 0.3504 0.5484
O 1.8657 1.3990 5.2031 -2.6042 -0.7625 1.3345
N -4.2743 0.8918 3.1492 3.2421 0.7371 -1.9436
N 1.6616 -3.8442 -5.3477 -2.9531 1.3971 -2.2896
N 2.8358 1.8284 4.3888 2.2017 2.5728 -0.9146
C 4.3678 2.7425 2.1288 -2.4967 0.7772 -1.0929
C 2.1397 4.3479 -3.8373 -1.2937 -0.1796 -0.7303
C 2.2711 0.2199 2.5285 -0.5979 -0.3060 0.4733
C 3.3222 0.7648 3.5293 0.7203 0.3460 -1.1781
C -4.3793 1.5647 1.7987 -1.5850 1.0654 0.1184
C 0.9874 -4.2609 -3.0154 -0.1006 -0.8875 0.6138
C 0.7594 3.9450 -3.2774 0.4708 -0.6807 -0.0270
C 2.6561 4.1178 5.4271 1.4212 -1.4825 -1.1786
C -0.5748 0.7794 -0.8362 0.3950 0.3078 0.9066
C -1.1946 -3.6070 1.3243 -0.1875 0.7303 2.2380
C -2.3754 2.3180 3.8608 0.0140 -1.1928 -0.0648
C 0.9885 -6.2097 -4.7113 -0.2652 -0.2065 0.6915
C 4.0038 3.6851 3.2309 0.3436 0.7323 2.5432
C -2.4173 3.1077 2.5500 -1.4295 0.6543 0.6740
C 1.8100 -4.9094 -7.7755 0.4078 0.2292 1.3714
C 2.7066 3.3361 4.0610 1.0962 -0.9277 -1.2915
C -1.0019 -2.2502 1.9758 0.7891 -0.1846 0.2115
C 0.1483 -0.2299 -1.7055 0.2040 -0.9267 -0.7566
C -3.0511 2.2532 1.4047 1.6149 -0.2151 2.5632
C 1.3850 -3.6740 -6.8845 0.1605 0.3399 1.1633
C 4.4639 1.3529 2.6392 1.0391 -0.4809 1.1616
C -0.7621 -4.3328 -4.8483 1.3270 -0.5322 -0.2313
C 1.5591 3.6641 3.1336 -1.4291 -0.6887 0.2315
C 2.1563 -2.4403 -7.4053 0.5013 -0.1067 -0.8942
C -3.6600 1.5415 4.3035 -1.8172 2.3332 0.8747
C -0.1021 -3.3172 -7.0050 -1.1144 -0.3498 0.9983
C -5.5248 2.6493 1.8934 0.1028 -0.6353 -0.1190
C -1.0316 -4.3133 -6.3093 1.3591 -0.3303 -1.6718
C 4.0052 -0.3251 4.4362 -0.9399 0.4190 0.5193
C -4.6733 0.5142 0.6626 0.8650 0.8015 -0.0985
C -4.7797 2.4488 5.1059 0.6361 0.3568 -0.1952
C 0.7943 -4.6691 -4.4896 -1.3660 -0.1018 -0.8111
C -3.3436 0.5546 5.4043 0.3373 -1.0407 -0.3520
H 2.0702 -5.7514 -7.1341 0.0628 0.0678 0.0502
H -3.0055 4.0142 2.6930 -0.1845 0.1791 0.0228
H 5.3227 1.4796 3.2984 0.4146 -0.8068 0.1308
H 1.5820 3.0768 2.2156 0.2376 0.0837 -0.0577
H -0.3280 -4.2516 1.4707 0.3357 0.0846 -0.1505
H 1.8049 -1.4205 -7.2481 -0.5120 -0.2706 0.9160
H 2.5318 5.2805 -3.4316 -0.1177 -0.1894 0.3468
H -5.2679 3.5006 2.5238 0.3140 -0.0785 -0.1237
H 3.4754 -0.6376 5.3361 -1.2843 -0.1334 -0.4298
H -3.0210 2.8543 0.4960 -0.6326 -0.2716 -0.0902
H 0.2916 3.0710 -1.6143 -0.3483 -0.0659 0.0411
H 0.3283 -6.8079 -4.0833 -0.4725 0.2838 0.2108
H 1.9642 -4.5454 -2.6243 0.3066 0.2467 -0.1432
H -0.3122 -2.3888 -6.4739 0.4298 0.4580 -0.2433
H 2.0828 -2.5051 -8.4908 0.0847 -0.1655 -0.2462
H 3.2260 -2.4334 -7.1959 -0.0369 -0.3234 0.2431
H 4.7707 3.6950 4.0054 0.5760 -0.0809 0.0218
H -5.1262 3.3762 4.6498 0.4041 0.0488 -0.2412
H -0.5066 -0.9457 -2.2023 -0.7417 0.5794 -0.3506
H -0.0948 4.5907 -3.4809 0.3671 1.1347 0.3640
H 3.5079 2.8506 1.4678 -0.0618 -0.2780 -0.6680
H 1.3187 0.0044 3.0128 -0.0249 -0.0421 0.2376
H -2.6194 0.8844 6.1492 -0.2432 0.5834 -0.0214
H 0.0679 1.3934 -0.2054 0.8594 -0.3659 0.0083
H 2.8266 3.5156 -3.6839 0.0614 0.1924 0.1161
H -1.4134 3.4752 2.3370 0.0539 -0.2877 -0.3743
H 4.2125 -1.2503 3.8986 0.5355 0.2669 -0.0821
H 3.9270 4.7301 2.9307 -0.1446 -0.0247 -0.3274
H 2.2289 1.3766 6.0914 0.0964 -0.0155 0.1994
H 0.7460 -1.0028 -1.2224 0.2171 0.5561 1.1528
H -1.5845 1.5839 3.7068 -0.1212 -0.7868 -0.2533
H -5.7000 1.9410 5.3945 0.0033 -0.7630 -0.7984
H -0.8973 -2.3917 3.0515 -0.1338 0.1256 0.1099
H 0.3281 3.0452 -3.7162 0.7265 -0.5313 -0.5230
H -1.9937 -4.0699 1.9034 -0.4191 -0.4274 -0.1860
H 1.4543 4.7129 2.8561 0.3181 0.0982 0.1939
H 2.9795 -3.4948 -4.1622 0.6005 0.3315 0.1019
H 2.0355 4.5112 -4.9100 0.1271 -0.0393 -0.1693
H -1.3591 -4.2590 -0.4134 -0.2312 0.0747 -0.5366
H -1.3778 -5.1466 -4.4653 -0.0210 0.3770 0.8522
H 1.0594 -5.3079 -8.4581 -0.0604 0.5254 -0.1824
H 4.8108 0.1169 5.0224 0.8820 0.0822 -1.0136
H -2.0457 -4.0300 -6.5911 -0.1860 -0.2705 0.3775
H 1.6601 4.1358 5.8694 0.2661 0.2897 -0.0124
H -4.1367 -0.4118 0.8693 -0.4596 -0.2402 0.1802
H -5.8474 3.0344 0.9261 0.2040 -0.0500 -0.1863
H -0.5530 -3.2422 -7.9945 0.9916 0.2445 -0.4848
H -5.6737 0.3936 0.2470 -0.3506 -0.2771 1.0488
H 0.7195 -3.2560 -2.6890 0.3493 0.4059 -0.8273
H -2.8709 -0.3364 4.9909 -0.2119 -0.3334 -0.1195
H 3.2328 5.0421 5.3917 -0.8669 0.5690 -0.4227
H -0.7750 -5.2626 -6.7796 -0.5007 -0.4742 0.0526
H -0.0694 -1.7942 1.6432 -0.0457 0.1920 -0.1670
H 4.7018 0.6535 1.8378 0.0615 -0.1322 0.1274
H -2.0697 2.0458 -1.0395 -0.0229 -0.0898 0.0985
H -2.2937 1.4694 1.3949 -0.0545 -0.4790 -0.8858
H -1.8322 -1.5738 1.7730 -0.0612 -0.0959 -0.0167
H -6.4051 2.2041 2.3571 -0.0144 -0.1909 -0.0329
H 0.8380 0.1419 -2.4633 -0.2640 0.6091 0.0005
H -4.1797 0.8717 -0.2410 0.3625 0.2912 -0.0650
H 0.3275 -4.8262 -2.3572 -0.2813 -0.5490 -0.2949
H 3.3757 3.5424 6.0095 -0.4164 -0.3391 0.6721
H -4.4400 2.6841 6.1145 0.7097 0.3451 -0.0929
H 0.6248 3.3677 3.6104 -0.2562 0.0620 0.1294
H 2.0342 0.9207 1.7279 0.2432 0.2934 0.0761
H 2.7379 -4.6223 -8.2700 -0.2062 -0.2515 -0.3808
H 5.2102 3.0449 1.5066 0.2548 -0.0115 0.4237
H 2.5699 -0.6990 2.0242 0.3232 -0.0950 0.1521
H -1.0604 -3.3195 -4.5793 0.1532 -0.1672 1.1212
H 0.7630 -6.5456 -5.7235 0.0942 0.3501 -0.0454
H -1.1765 0.2633 -0.0880 -0.4684 -0.2307 -0.3394
H -4.9748 -0.7608 3.4248 -0.3536 -0.3277 0.0344
H 1.9496 -6.6354 -4.4229 0.4569 0.6028 -0.2397
H -4.3020 0.3334 5.8740 0.3781 -0.5474 0.2407
H -1.9155 2.7850 4.7317 -0.5748 0.8811 -0.0143
```
Positions in Å, forces in eV/Å.

Results
**Orbital gap**: 8.2 eV
**SMILES string**: CC1(C)CCCC(C)(C)N1O.CC1(C)CCCC(C)(C)N1O.CC1(C)CCCC(C)(C)N1O.CCO.CCO.CCO
**Energy relative to the best compared isomer or geometry (same formula, charge and spin)**: 110.3 kcal/mol
**HOMO level**: -7.810 eV
**Energy**: -52184.4773 eV
**Multiplicity**: 1
**E_LUMO**: 0.0157 hartree